(1)
{
  "formula": "C34H55F3N2O6",
  "method": "ωB97M-V with the def2-TZVPD basis set",
  "species": ["F", "C", "F", "F", "C", "O", "C", "C", "N", "C", "C", "C", "C", "C", "C", "N", "C", "C", "C", "C", "H", "H", "H", "H", "H", "H", "H", "H", "H", "H", "H", "H", "H", "H", "H", "C", "C", "C", "O", "C", "H", "H", "H", "H", "H", "H", "H", "H", "C", "C", "C", "O", "C", "H", "H", "H", "H", "H", "H", "H", "H", "C", "C", "C", "O", "C", "H", "H", "H", "H", "H", "H", "H", "H", "C", "C", "C", "O", "C", "H", "H", "H", "H", "H", "H", "H", "H", "C", "C", "C", "O", "C", "H", "H", "H", "H", "H", "H", "H", "H"],
  "positions_angstrom": [[1.165879, -0.940602, -2.398621], [1.648824, -0.660508, -3.637332], [1.676473, -1.850631, -4.272011], [2.865075, -0.164029, -3.569082], [0.665095, 0.249410, -4.402439], [1.025453, 1.611874, -4.416458], [0.588997, 2.339001, -3.285717], [-0.709890, 3.144634, -3.552030], [-1.825698, 2.151673, -3.720144], [-2.409711, 1.948927, -4.891872], [-3.399131, 0.997125, -5.008824], [-3.782423, 0.255616, -3.910674], [-4.815670, -0.826047, -3.946840], [-4.546102, -1.984763, -3.210923], [-5.431656, -3.026879, -3.227028], [-6.546864, -2.925387, -3.954018], [-6.841217, -1.829763, -4.651613], [-6.001296, -0.755798, -4.684926], [-3.172654, 0.521054, -2.672190], [-2.201981, 1.474428, -2.623954], [-0.344321, 0.037009, -4.021849], [0.676953, -0.089202, -5.446460], [0.532422, 1.747414, -2.360321], [1.356205, 3.109208, -3.096841], [-0.608735, 3.760376, -4.446163], [-0.925046, 3.707579, -2.639114], [-2.083756, 2.537652, -5.745310], [-3.865366, 0.839858, -5.978451], [-3.624968, -2.063074, -2.643351], [-5.190661, -3.913946, -2.638573], [-7.170451, -3.731430, -3.947688], [-7.791021, -1.849469, -5.181120], [-6.227525, 0.130887, -5.269088], [-3.425411, -0.013267, -1.762305], [-1.694313, 1.686069, -1.687627], [5.796611, 4.259799, -3.138165], [5.701107, 5.413977, -4.126858], [4.198160, 5.550509, -4.306475], [3.596427, 5.145913, -3.067683], [4.593806, 4.512714, -2.245974], [6.733681, 4.230392, -2.585533], [5.680680, 3.308530, -3.664854], [6.108132, 6.322269, -3.677102], [6.225210, 5.234520, -5.064210], [3.830695, 4.885064, -5.096514], [3.893063, 6.570677, -4.542455], [4.842576, 5.195834, -1.430166], [4.187497, 3.595216, -1.817138], [-7.448112, -5.780698, 1.361956], [-5.948714, -5.636559, 1.586903], [-5.394725, -5.949253, 0.207142], [-6.388972, -5.522162, -0.745411], [-7.611509, -5.233136, -0.045344], [-8.054321, -5.250738, 2.094359], [-7.727332, -6.836269, 1.387006], [-5.711479, -4.607180, 1.862865], [-5.555885, -6.291197, 2.359832], [-5.240838, -7.023488, 0.073451], [-4.451720, -5.436260, 0.006029], [-7.746986, -4.144543, -0.033604], [-8.450965, -5.682173, -0.577867], [3.305677, 3.959272, 2.205966], [3.736710, 2.517253, 2.429274], [4.633117, 2.269583, 1.227216], [5.231533, 3.525634, 0.892566], [4.565855, 4.570104, 1.614625], [2.973079, 4.464804, 3.111486], [2.491189, 3.997374, 1.474900], [4.318369, 2.441166, 3.350028], [2.905744, 1.813899, 2.492179], [4.051816, 1.928628, 0.359378], [5.415303, 1.536976, 1.429527], [5.241767, 4.921573, 2.400103], [4.354716, 5.401968, 0.940378], [8.526200, 1.910108, 5.122044], [8.003891, 2.704960, 6.310538], [6.652797, 3.178563, 5.799492], [6.182795, 2.175227, 4.888643], [7.253618, 1.269327, 4.592200], [9.291351, 1.180527, 5.382746], [8.943101, 2.589710, 4.374720], [7.868774, 2.043355, 7.169510], [8.654406, 3.524424, 6.611947], [6.744190, 4.121001, 5.248674], [5.923746, 3.313635, 6.599373], [7.045509, 0.321384, 5.099566], [7.289790, 1.086975, 3.516772], [-3.005059, -4.791375, 6.196243], [-3.730032, -6.118514, 6.369029], [-4.939243, -5.933268, 5.466893], [-4.528442, -5.063472, 4.400482], [-3.258069, -4.486904, 4.728379], [-1.945592, -4.833657, 6.444140], [-3.472012, -4.028175, 6.823291], [-3.105593, -6.934117, 5.996443], [-4.000158, -6.341288, 7.399701], [-5.763228, -5.449231, 6.000377], [-5.301394, -6.874495, 5.050067], [-2.498939, -4.953561, 4.090332], [-3.278875, -3.416130, 4.517540]],
  "forces_ev_per_angstrom": [[0.4, 0.5, 0.1], [-0.9, -0.5, -0.4], [0.2, 0.2, 0.0], [0.0, 0.0, 0.3], [0.3, -0.3, -0.8], [-0.8, -0.3, 0.5], [0.7, 1.4, -0.1], [0.7, -1.3, 0.6], [0.3, 1.0, 0.4], [-0.1, 0.0, -0.5], [-0.5, -0.2, -0.6], [-0.4, -0.2, 0.8], [0.3, -0.2, -0.1], [0.2, 0.7, -0.2], [0.8, -0.3, 0.6], [0.2, -0.7, 0.6], [-1.2, 0.0, -0.7], [0.9, 0.6, 0.1], [-0.1, -0.2, -0.5], [0.2, 0.0, 0.6], [0.2, 0.2, 0.1], [0.2, 0.1, 0.2], [-0.1, -0.1, -0.3], [-0.1, -0.2, 0.0], [-0.2, -0.1, 0.2], [-0.1, 0.2, -0.4], [0.1, 0.0, 0.3], [0.2, 0.0, 0.1], [-0.2, -0.2, -0.1], [-0.7, -0.1, -0.3], [-0.1, 0.2, -0.1], [0.2, 0.0, 0.0], [-0.2, -0.2, 0.1], [-0.1, 0.1, -0.2], [0.0, 0.2, -0.3], [0.0, -0.2, -0.1], [0.1, 0.2, 0.1], [-0.1, -0.1, -0.1], [0.0, -0.2, -0.1], [0.0, 0.2, 0.2], [0.0, 0.0, 0.0], [0.0, 0.0, 0.0], [0.0, 0.0, 0.0], [0.0, 0.0, 0.0], [0.1, 0.0, -0.1], [-0.1, 0.0, 0.1], [0.0, -0.1, 0.1], [-0.1, 0.1, 0.0], [0.0, -0.2, 0.0], [0.0, 0.2, -0.1], [0.0, -0.3, 0.0], [0.1, 0.3, -0.1], [-0.1, 0.2, 0.0], [0.0, 0.0, 0.0], [0.0, 0.0, 0.0], [0.0, -0.1, 0.1], [0.0, 0.1, 0.0], [0.1, 0.0, 0.0], [0.0, 0.0, -0.1], [-0.1, 0.0, 0.1], [0.1, 0.0, -0.1], [-0.2, 0.0, -0.2], [0.1, -0.1, 0.3], [0.0, 0.0, -0.2], [-0.2, 0.0, 0.1], [0.2, 0.1, 0.1], [0.0, 0.0, 0.0], [0.0, 0.1, 0.0], [0.0, 0.0, 0.0], [0.0, 0.0, 0.0], [0.0, -0.1, 0.0], [0.0, 0.0, -0.1], [-0.1, 0.1, 0.0], [0.1, 0.0, -0.1], [0.1, 0.1, -0.2], [0.0, -0.1, 0.2], [0.0, 0.2, -0.1], [0.2, 0.0, 0.0], [-0.1, -0.2, 0.1], [0.0, 0.0, 0.0], [0.0, 0.0, 0.0], [0.0, 0.0, 0.0], [0.0, 0.0, 0.0], [0.0, 0.0, 0.1], [-0.1, 0.0, -0.1], [0.1, 0.0, 0.0], [-0.1, 0.0, 0.0], [-0.1, 0.2, 0.1], [0.1, -0.2, -0.1], [-0.2, 0.1, 0.1], [0.1, 0.0, 0.2], [0.1, -0.1, -0.1], [0.0, 0.0, 0.0], [0.0, 0.0, 0.0], [0.0, 0.0, 0.0], [0.0, 0.0, 0.0], [0.0, -0.1, 0.0], [0.0, 0.0, -0.1], [0.1, 0.1, 0.0], [-0.1, 0.0, 0.0]],
  "homo_lumo_gap_ev": 3.85,
  "charge": 2,
  "energy_ha": -2188.45206,
  "homo_ev": -11.79
}



(2)
{
  "formula": "C34H55Ge2N5O2Ti",
  "method": "ωB97M-V with the def2-TZVPD basis set",
  "species": ["Ti", "C", "C", "C", "C", "C", "H", "H", "H", "H", "H", "N", "C", "C", "C", "N", "C", "C", "N", "C", "H", "H", "H", "H", "H", "H", "H", "H", "H", "H", "H", "H", "H", "H", "H", "H", "C", "C", "Ge", "C", "C", "C", "C", "Ge", "C", "C", "C", "C", "C", "C", "C", "C", "C", "C", "H", "H", "H", "H", "H", "H", "H", "H", "H", "H", "H", "H", "H", "H", "H", "H", "H", "H", "H", "H", "H", "H", "H", "H", "H", "H", "O", "C", "N", "C", "O", "C", "C", "C", "C", "N", "C", "H", "H", "H", "H", "H", "H", "H", "H"],
  "positions_angstrom": [[-0.875391, 1.643074, 0.092231], [-1.361964, 3.830501, -0.800689], [-1.919302, 3.914971, 0.486083], [-2.904536, 2.929202, 0.617917], [-3.005668, 2.252781, -0.625550], [-2.061326, 2.809500, -1.504535], [-0.590535, 4.472169, -1.196780], [-1.651099, 4.633916, 1.245747], [-3.537390, 2.770072, 1.474686], [-3.698201, 1.466394, -0.871253], [-1.949893, 2.528683, -2.539733], [4.591769, 2.331380, 1.565934], [3.170590, 2.012416, 1.956437], [2.566142, 3.058051, 2.862179], [1.136545, 2.664923, 3.247304], [0.196633, 2.820966, 2.102762], [1.091007, 1.258423, 3.825999], [1.747466, 0.201363, 2.948818], [0.936170, -0.034854, 1.737145], [3.162558, 0.623895, 2.573860], [4.672836, 3.251098, 1.133127], [4.838287, 1.609871, 0.848566], [5.227995, 2.301825, 2.362988], [2.637626, 2.017638, 1.014973], [2.573093, 4.041491, 2.381971], [3.145151, 3.149186, 3.787185], [0.840977, 3.356542, 4.041044], [0.225839, 3.790512, 1.803264], [-0.737526, 2.719694, 2.498872], [0.061695, 0.971539, 4.038713], [1.602280, 1.280828, 4.792305], [1.835517, -0.720465, 3.530911], [0.023060, -0.369812, 2.036585], [1.331728, -0.820140, 1.229083], [3.605863, -0.098739, 1.885845], [3.771328, 0.636590, 3.485039], [-5.440893, -0.743321, 2.033538], [-4.510515, 0.421391, 1.685918], [-2.627575, -0.206458, 1.629673], [-2.211054, -0.441504, 3.562941], [-1.284654, -1.589675, 3.956798], [-2.711138, -1.995615, 0.890652], [-2.184144, -2.286220, -0.298517], [-1.062652, -0.880744, -1.085133], [0.768829, -1.646110, -1.312009], [0.769502, -3.047956, -1.929873], [-1.573477, -0.440929, -2.954494], [-3.049237, -0.203995, -3.250972], [-2.330418, -3.630141, -0.912654], [-2.565102, -3.787270, -2.277281], [-2.712229, -5.049874, -2.831928], [-2.606576, -6.178906, -2.033321], [-2.360022, -6.037111, -0.674647], [-2.225544, -4.774565, -0.119377], [-6.472390, -0.397410, 2.111278], [-5.189177, -1.212790, 2.986738], [-5.412665, -1.516730, 1.265986], [-4.591623, 1.205952, 2.442825], [-4.826523, 0.857307, 0.739122], [-3.227471, -0.659705, 3.908895], [-1.956562, 0.492852, 4.065746], [-1.295968, -2.396474, 3.220559], [-1.577131, -2.022699, 4.913729], [-0.249794, -1.266038, 4.069867], [-3.298866, -2.755690, 1.407475], [1.314731, -1.679782, -0.369187], [1.317053, -0.969117, -1.971408], [0.307150, -3.783539, -1.273647], [1.791851, -3.376765, -2.129944], [0.227240, -3.077587, -2.875715], [-1.204586, -1.299144, -3.527006], [-0.967589, 0.405754, -3.292384], [-3.674900, -1.022377, -2.890510], [-3.225462, -0.106857, -4.323335], [-3.422968, 0.708096, -2.786559], [-2.653434, -2.919642, -2.917749], [-2.910899, -5.151031, -3.891012], [-2.715079, -7.164357, -2.466209], [-2.269982, -6.913986, -0.046794], [-2.016114, -4.673644, 0.938712], [4.553295, -0.618543, -4.383494], [5.575867, 0.063956, -3.727415], [5.445789, 0.037376, -2.271102], [4.471999, 0.496642, -1.482574], [4.593395, 0.378950, -0.247153], [3.228132, 1.153895, -1.999220], [3.037320, 1.708681, -3.257630], [1.855250, 2.380657, -3.509350], [0.886153, 2.439513, -2.530915], [0.996256, 1.822814, -1.339676], [2.153499, 1.199342, -1.105673], [4.736344, -1.564415, -4.406117], [5.550152, 1.093827, -4.073894], [6.568153, -0.325311, -3.952078], [6.140509, -0.485948, -1.755773], [3.765517, 1.640389, -4.049071], [1.678980, 2.857911, -4.462666], [-0.024293, 2.979816, -2.721238], [2.206436, 0.649387, -0.182798]],
  "forces_ev_per_angstrom": [[0.3, 0.4, 0.9], [-0.1, -0.2, -0.1], [0.1, 0.0, -0.1], [-0.1, -0.2, 0.0], [0.0, 0.0, -0.1], [-0.1, 0.1, -0.1], [0.0, 0.0, 0.0], [0.0, 0.0, 0.0], [0.0, 0.0, 0.0], [0.0, 0.0, 0.0], [0.0, 0.0, 0.0], [-0.2, 0.2, 0.0], [0.1, 0.0, 0.0], [0.0, 0.0, 0.1], [0.1, 0.1, 0.0], [-0.1, 0.0, 0.1], [0.1, 0.0, 0.1], [0.0, 0.0, 0.0], [0.0, 0.0, -0.1], [0.0, 0.1, 0.0], [0.0, 0.1, 0.1], [0.1, -0.1, 0.0], [0.0, -0.1, 0.0], [-0.1, 0.0, 0.0], [0.0, 0.0, 0.0], [0.0, 0.0, 0.0], [-0.1, 0.0, 0.0], [0.1, 0.0, 0.0], [0.0, 0.0, 0.0], [-0.1, 0.0, 0.0], [0.0, 0.0, 0.0], [0.0, 0.0, 0.0], [0.0, 0.0, 0.0], [0.0, 0.0, 0.0], [0.0, 0.0, 0.0], [0.0, 0.0, 0.0], [0.0, 0.0, 0.0], [0.0, 0.0, 0.0], [0.0, -0.1, -0.4], [-0.1, 0.1, 0.1], [0.0, 0.0, 0.0], [-0.1, -0.1, 0.0], [0.0, -0.1, 0.0], [-0.2, 0.0, -0.1], [0.0, 0.0, -0.1], [0.0, 0.0, 0.0], [0.1, 0.0, 0.0], [-0.1, 0.0, 0.0], [0.0, 0.0, 0.0], [0.0, 0.0, 0.0], [0.0, 0.0, 0.0], [0.0, 0.0, 0.0], [0.0, 0.0, 0.0], [0.0, 0.0, 0.0], [0.0, 0.0, 0.0], [0.0, 0.0, 0.0], [0.0, 0.0, 0.0], [0.0, 0.0, 0.0], [0.0, 0.0, 0.0], [0.0, 0.0, 0.0], [0.0, 0.0, 0.0], [0.0, 0.0, 0.0], [0.0, 0.0, 0.0], [0.1, 0.0, 0.0], [0.0, 0.0, 0.0], [0.0, 0.0, 0.0], [0.0, 0.0, 0.0], [0.0, 0.0, 0.0], [0.0, 0.0, 0.0], [0.0, 0.0, 0.0], [0.0, 0.0, 0.0], [0.0, 0.0, 0.0], [0.0, 0.0, 0.0], [0.0, 0.0, 0.0], [0.0, 0.0, 0.0], [0.0, 0.0, 0.0], [0.0, 0.0, 0.0], [0.0, 0.0, 0.0], [0.0, 0.0, 0.0], [0.0, 0.0, 0.0], [0.0, 0.0, 0.0], [0.0, 0.0, 0.0], [0.0, -0.1, -0.1], [-0.1, 0.0, 0.2], [0.0, 0.0, -0.2], [-0.1, 0.0, 0.0], [0.1, 0.1, -0.1], [-0.1, 0.0, 0.0], [0.0, 0.0, 0.0], [0.1, -0.1, -0.1], [0.0, -0.1, -0.2], [0.0, 0.0, 0.0], [0.1, 0.0, 0.0], [0.0, -0.1, 0.0], [0.1, 0.1, 0.0], [0.0, 0.0, 0.1], [0.0, 0.0, 0.0], [0.0, 0.0, 0.0], [0.1, 0.0, 0.0]],
  "homo_lumo_gap_ev": [6.75, 6.12],
  "multiplicity": 3,
  "charge": 2,
  "energy_ha": -6755.62475,
  "homo_ev": [-12.22, -12.25]
}



Q: Number 1 is which compound?
A: C34H55F3N2O6